[1]
Entry from OMol25: C2H5O2 as an isolated structure (ωB97M-V/def2-TZVPD).

Geometry as XYZ:
```
9
Properties=species:S:1:pos:R:3:lowdin_charge:R:1
C 1.2917 -0.0266 -1.0028 0.08
C -0.6609 0.0991 0.9108 -0.01
O -1.5860 -0.6102 0.4077 0.13
O 0.1665 0.3907 -0.7384 0.01
H 1.7004 0.1285 -2.0381 0.14
H 1.9954 -0.4620 -0.1782 0.16
H -0.7033 1.1782 1.2974 0.18
H 0.0421 -0.4951 1.5009 0.14
H -2.2459 -0.2025 -0.1593 0.16
```

Summary:
relative energy (zero: lowest compared OMol25 entry of this formula, charge and spin): 12.8 kcal/mol
HOMO-LUMO gap: 11.70 eV
E_HOMO: -16.94 eV
total charge: +1



[2]
Entry from OMol25: C8H20F2N5O8S2Tl as an isolated structure (ωB97M-V/def2-TZVPD).

Geometry as XYZ:
```
46
Properties=species:S:1:pos:R:3:lowdin_charge:R:1
Tl -0.2319 1.0620 1.0532 0.98
N 0.7334 -3.0356 3.7041 -0.13
S 1.4677 -4.3613 3.5560 0.54
O 0.6523 -5.5632 3.2166 -0.16
O 2.7011 -4.5731 4.2946 -0.16
F 2.1810 -3.8782 2.1443 -0.20
S 0.6768 -3.1124 5.3833 0.58
O 1.8552 -2.6650 6.0751 -0.17
O -0.2528 -4.0012 6.0110 -0.17
F -0.1314 -1.6936 5.4601 -0.22
O 3.7865 -0.3074 -2.7450 0.07
C 4.4133 -0.5664 -3.7927 -0.56
N 4.3198 0.2525 -4.8115 0.20
C 5.4404 -1.6677 -3.7979 0.02
H 4.7853 -0.1014 -5.6350 0.13
H 3.7099 1.0565 -4.7693 0.14
H 5.1036 -2.5074 -4.4059 0.10
H 5.5199 -2.0353 -2.7749 0.09
H 6.4573 -1.3514 -4.0300 0.10
O -4.9923 2.3381 -1.6643 0.10
C -5.9067 2.6084 -2.4011 -0.58
N -6.4689 3.8158 -2.2204 0.19
C -6.3178 1.8279 -3.6276 0.02
H -6.0272 4.3656 -1.4974 0.12
H -7.4728 3.8401 -2.3289 0.12
H -6.5601 0.8048 -3.3401 0.09
H -5.4956 1.8223 -4.3431 0.10
H -7.1897 2.2301 -4.1436 0.09
O -4.3411 -2.4354 1.8168 0.08
C -4.8250 -3.2627 2.6469 -0.50
N -4.7989 -3.0213 3.9396 0.20
C -5.2001 -4.6779 2.1708 0.03
H -5.0081 -3.8097 4.5352 0.13
H -4.3102 -2.2001 4.2664 0.14
H -5.1921 -4.7273 1.0820 0.09
H -6.0351 -5.1079 2.7239 0.10
H -4.2894 -5.2403 2.3766 0.10
O 3.6957 4.8764 0.1414 0.12
C 4.7764 5.2735 -0.1263 -0.63
N 5.8214 5.1985 0.6809 0.19
C 5.1019 5.9272 -1.4480 0.01
H 5.6802 4.7945 1.5957 0.13
H 6.7352 5.4043 0.3030 0.12
H 4.9945 5.1807 -2.2349 0.09
H 6.0439 6.4740 -1.4894 0.09
H 4.3943 6.7501 -1.5503 0.09
```

Summary:
relative energy (zero: lowest compared OMol25 entry of this formula, charge and spin): 127.9 kcal/mol
HOMO-LUMO gap: 1.43 eV
E_HOMO: -14.02 eV
total charge: +2



[3]
Entry from OMol25: C18H11BrCl3F3GaNOS as an isolated structure (ωB97M-V/def2-TZVPD).

Geometry as XYZ:
```
40
Properties=species:S:1:pos:R:3:lowdin_charge:R:1
Ga -0.0207 -0.0770 -0.2954 0.26
Cl 5.7003 -4.4356 -0.5298 0.67
C 4.1568 -3.6442 -0.6020 -0.67
C 4.0836 -2.3348 -1.0424 -0.12
C 2.8446 -1.7254 -1.0927 -0.54
Cl 2.7154 -0.0924 -1.6783 0.78
C 1.6618 -2.3650 -0.7092 -0.43
O 0.4720 -1.7934 -0.7643 -0.16
C 1.7953 -3.6903 -0.2768 -0.57
Cl 0.3656 -4.5416 0.2080 0.71
C 3.0182 -4.3331 -0.2207 -0.13
H 4.9710 -1.7995 -1.3459 0.11
H 3.0784 -5.3558 0.1214 0.11
F 0.3143 1.8065 -2.4819 0.05
C -0.6296 1.0932 -1.8338 -0.59
F -1.2498 0.3389 -2.7868 0.06
F -1.5647 1.9920 -1.4199 0.06
S 0.8216 0.7570 1.5803 0.74
C 0.6350 2.4874 1.1488 -0.64
C -0.3535 3.2509 1.7618 -0.12
C -0.4992 4.5921 1.4428 -0.08
C 0.3404 5.1812 0.5079 -0.09
C 1.3346 4.4249 -0.0949 -0.07
C 1.4886 3.0853 0.2289 -0.13
H -1.0040 2.7938 2.4972 0.09
H -1.2723 5.1771 1.9242 0.10
H 0.2220 6.2259 0.2528 0.10
H 1.9959 4.8786 -0.8215 0.11
H 2.2687 2.4947 -0.2339 0.08
Br -6.1626 -2.2759 1.2627 0.80
C -4.4376 -1.6625 0.8386 -0.67
C -3.7072 -2.2847 -0.1604 -0.07
C -2.4433 -1.8042 -0.4377 -0.07
N -1.9150 -0.7689 0.2244 0.02
C -2.6258 -0.1763 1.1871 -0.08
C -3.8965 -0.5901 1.5294 -0.08
H -4.1047 -3.1249 -0.7094 0.11
H -1.8148 -2.2580 -1.1915 0.12
H -2.1390 0.6448 1.6981 0.10
H -4.4440 -0.0910 2.3146 0.11
```

Summary:
HOMO-LUMO gap: 7.99 eV
E_HOMO: -8.50 eV